Record 1
{"formula": "C2H2ClN", "method": "ωB97M-V/def2-TZVPD", "total_charge": 0, "molar_mass_g_mol": 75.5, "homo_lumo_gap_ev": [7.72, 5.52], "elements": ["C", "C", "N", "Cl", "H", "H"], "positions_angstrom": [[1.567, 0.666, -0.174], [0.562, -0.050, -0.027], [-0.186, -0.977, -0.207], [-3.008, 0.094, -0.167], [2.265, 1.262, 0.315], [-1.200, -0.995, 0.260]], "lowdin_charge": [0.18, -0.36, 0.13, 0.05, 0.02, -0.01]}

Record 2
{"formula": "C2H2ClN3", "method": "ωB97M-V/def2-TZVPD", "total_charge": 0, "molar_mass_g_mol": 103.5, "homo_lumo_gap_ev": [9.33, 6.83], "elements": ["C", "C", "N", "N", "N", "Cl", "H", "H"], "positions_angstrom": [[1.045, 1.170, -0.461], [0.604, 0.770, 0.784], [1.380, 1.367, -1.526], [-1.353, -1.317, -0.172], [-1.745, -0.291, -0.478], [0.837, -0.941, 1.103], [0.616, 1.379, 1.665], [-1.384, -2.138, -0.915]], "lowdin_charge": [-0.39, -0.49, 0.17, -0.16, 0.06, 0.64, 0.05, 0.12]}

Record 3
{"formula": "C2H2ClN3O", "method": "ωB97M-V/def2-TZVPD", "total_charge": 0, "molar_mass_g_mol": 119.5, "homo_lumo_gap_ev": 8.67, "elements": ["C", "C", "N", "N", "N", "O", "Cl", "H", "H"], "positions_angstrom": [[1.109, -0.844, 1.122], [0.170, -0.294, 0.430], [0.564, 0.803, -3.467], [0.943, 1.169, -2.475], [1.094, 1.558, -1.360], [1.967, -1.328, 1.739], [2.626, 1.869, -0.675], [-0.373, -0.847, -0.312], [-0.120, 0.719, 0.617]], "lowdin_charge": [-0.29, -0.04, 0.22, -0.30, -0.45, 0.16, 0.59, 0.06, 0.05]}

Energy above the lowest of the compared OMol25 structures with the same formula, charge and spin for every record listed, in sequence, given in kcal per mole: 108.4; 92.0; 82.0.